Below is C11H23ClINNdO2P as an isolated structure, with properties calculated with the ωB97M-V functional and the def2-TZVPD basis.

Geometry (Å):
1 C 2.72141 -0.99039 -2.31444
2 I 3.17315 1.75708 -2.48831
3 H 1.97345 -0.40674 -2.87198
4 H 2.11970 -1.74041 -1.79784
5 H 3.37862 -1.49987 -3.02799
6 Nd -1.12619 -0.17067 -0.80295
7 P 0.08360 0.24057 -3.98795
8 C 1.35803 0.27035 -5.35313
9 C -0.88661 -1.06648 -4.79334
10 H -1.91955 1.58378 -3.67541
11 H -1.28722 1.80780 -5.32404
12 H -0.50546 2.61130 -3.92820
13 C -1.00194 1.69713 -4.27098
14 H -1.78436 -1.29422 -4.21796
15 H -1.16066 -0.76107 -5.81165
16 H 0.92540 0.08367 -6.34119
17 H 2.07675 -0.52846 -5.16878
18 H -0.26844 -1.97205 -4.85362
19 H 1.93830 1.19148 -5.40969
20 C 3.39559 -0.07444 -1.37321
21 O 3.90337 -0.23813 -0.29806
22 Cl -3.54845 -0.75817 -0.97681
23 O -0.71865 -0.53180 1.23324
24 C -0.77090 -0.58299 2.54439
25 C 0.41199 -0.87504 3.40303
26 C 0.85711 0.26249 4.35317
27 C -0.11741 0.58734 5.47079
28 C -1.50127 0.99342 5.01884
29 C -2.33274 -0.15040 4.45673
30 N -1.97852 -0.42220 3.05508
31 H 0.18038 -1.77221 3.98977
32 H 1.23155 -1.10976 2.71389
33 H 1.81841 -0.03689 4.78699
34 H 1.07855 1.17889 3.77173
35 H -0.18272 -0.27542 6.15097
36 H 0.30317 1.40535 6.04853
37 H -2.06565 1.38259 5.87698
38 H -1.44915 1.79808 4.27889
39 H -2.18705 -1.07029 5.04967
40 H -3.39789 0.08874 4.48975
41 H -2.73775 -0.61197 2.39512

Energy above the lowest of the compared OMol25 structures with the same formula, charge and spin: 1.405 eV
Gap between HOMO and LUMO (spin up / spin down): 5.939 / 6.834 eV
Molar mass: 538.88 g mol⁻¹
Spin multiplicity: 4
Highest occupied orbital energy (spin up / spin down): -14.8 / -14.8 eV
Charge: +2
LUMO level (spin up / spin down): -8.894 / -7.999 eV


Below is C11H23ClINO2PRu as an isolated structure, with properties calculated with the ωB97M-V functional and the def2-TZVPD basis.

Geometry (Å):
1 C -0.52211 1.73181 -2.26397
2 I -3.54902 1.50435 0.98379
3 H 0.16060 0.91517 -2.34300
4 H 0.13069 2.58464 -2.28995
5 H -1.29956 1.66349 -2.95183
6 Ru 0.01806 -1.18847 -1.25939
7 P -1.80620 -1.44191 -2.61737
8 C -3.56090 -0.88421 -3.19129
9 C -0.94101 -1.66735 -4.29765
10 H -1.03839 -3.48830 -1.76812
11 H -2.57623 -3.82819 -2.82771
12 H -2.74636 -3.10191 -1.11299
13 C -2.10531 -3.21172 -2.01871
14 H 0.09163 -2.03677 -4.00787
15 H -1.50896 -2.41694 -4.92554
16 H -3.97973 -1.56377 -4.00200
17 H -3.46097 0.16424 -3.58912
18 H -0.90319 -0.64346 -4.77487
19 H -4.23833 -0.90910 -2.29402
20 C -1.41572 0.26467 -1.36752
21 O -2.02769 1.44136 -1.29966
22 Cl 1.86638 -2.26710 -0.83878
23 O 0.62916 1.07631 0.17805
24 C 1.36698 1.09844 1.19360
25 C 1.85649 2.34533 1.93355
26 C 1.25114 2.37580 3.45681
27 C 2.05493 1.42248 4.34094
28 C 1.97978 -0.08887 4.07552
29 C 2.69764 -0.53530 2.67350
30 N 1.80492 -0.06553 1.65997
31 H 2.97210 2.35751 2.02591
32 H 1.47936 3.24987 1.38567
33 H 1.36876 3.39757 3.84001
34 H 0.14389 2.13463 3.40802
35 H 3.12247 1.70174 4.20093
36 H 1.74892 1.54795 5.37727
37 H 2.39830 -0.69097 4.91001
38 H 0.88206 -0.40660 3.93231
39 H 3.70733 -0.09788 2.62472
40 H 2.67166 -1.63307 2.65572
41 H 1.27645 -0.80995 1.18506

Energy above the lowest of the compared OMol25 structures with the same formula, charge and spin: 6.481 eV
Gap between HOMO and LUMO (spin up / spin down): 6.535 / 4.931 eV
Molar mass: 495.71 g mol⁻¹
Spin multiplicity: 6
Highest occupied orbital energy (spin up / spin down): -15.2 / -15.2 eV
Charge: +2
LUMO level (spin up / spin down): -8.704 / -10.270 eV


Below is a 2-piece molecular cluster, C11H23ClNO overall, with properties calculated with the ωB97M-V functional and the def2-TZVPD basis.

Geometry (Å):
1 C 2.35599 3.08255 -0.20455
2 C 0.94652 3.68506 -0.58406
3 C 1.78278 1.92987 0.60011
4 C -0.08539 2.54598 -0.51094
5 C -3.84890 -1.87286 -0.18204
6 C 2.08101 -2.14092 1.67149
7 C 1.33640 -2.87675 -0.69524
8 C -2.34957 -1.59598 0.13373
9 C -1.82185 -0.57043 -0.92901
10 C 0.13268 0.14530 0.14419
11 C 2.23831 -2.05876 0.14623
12 N 0.78216 1.36067 -0.29914
13 O -0.38687 -0.53120 -0.89491
14 Cl 3.44175 -1.04262 -0.68490
15 H 2.80981 2.93040 -1.16624
16 H 2.84296 3.85882 0.43214
17 H 0.78136 4.41219 0.04697
18 H 1.08221 4.20741 -1.63268
19 H 2.51539 1.03345 0.83597
20 H 1.32854 2.21858 1.44201
21 H -0.66669 2.73449 0.30662
22 H -0.65166 2.55806 -1.33408
23 H -4.16902 -2.05913 -1.18536
24 H -4.08919 -2.75842 0.40782
25 H -4.53920 -1.21616 0.26973
26 H 1.27629 -2.72174 1.85069
27 H 3.10673 -2.57639 2.00054
28 H 2.01855 -1.20606 2.07888
29 H 0.40384 -2.25651 -0.89101
30 H 1.91116 -3.03914 -1.55600
31 H 0.85438 -3.70017 -0.31516
32 H -1.86819 -2.58280 -0.03034
33 H -2.16797 -1.07167 1.17208
34 H -2.21625 -1.00552 -1.96730
35 H -2.32868 0.33489 -0.66061
36 H -0.46375 0.42587 0.92568
37 H 1.08055 0.93271 -1.12662

Energy above the lowest of the compared OMol25 structures with the same formula, charge and spin: 6.146 eV
Gap between HOMO and LUMO (spin up / spin down): 6.125 / 9.864 eV
Molar mass: 220.76 g mol⁻¹
Spin multiplicity: 1
Highest occupied orbital energy (spin up / spin down): -10.4 / -12.5 eV
Charge: +1
LUMO level (spin up / spin down): -4.291 / -2.608 eV


Question: Which of these has the highest spin multiplicity?
Answer: C11H23ClINO2PRu


Question: What is the charge in the first record?
Answer: +2


Repeat the second record exactly.
Below is C11H23ClINO2PRu as an isolated structure, with properties calculated with the ωB97M-V functional and the def2-TZVPD basis.

Geometry (Å):
1 C -0.52211 1.73181 -2.26397
2 I -3.54902 1.50435 0.98379
3 H 0.16060 0.91517 -2.34300
4 H 0.13069 2.58464 -2.28995
5 H -1.29956 1.66349 -2.95183
6 Ru 0.01806 -1.18847 -1.25939
7 P -1.80620 -1.44191 -2.61737
8 C -3.56090 -0.88421 -3.19129
9 C -0.94101 -1.66735 -4.29765
10 H -1.03839 -3.48830 -1.76812
11 H -2.57623 -3.82819 -2.82771
12 H -2.74636 -3.10191 -1.11299
13 C -2.10531 -3.21172 -2.01871
14 H 0.09163 -2.03677 -4.00787
15 H -1.50896 -2.41694 -4.92554
16 H -3.97973 -1.56377 -4.00200
17 H -3.46097 0.16424 -3.58912
18 H -0.90319 -0.64346 -4.77487
19 H -4.23833 -0.90910 -2.29402
20 C -1.41572 0.26467 -1.36752
21 O -2.02769 1.44136 -1.29966
22 Cl 1.86638 -2.26710 -0.83878
23 O 0.62916 1.07631 0.17805
24 C 1.36698 1.09844 1.19360
25 C 1.85649 2.34533 1.93355
26 C 1.25114 2.37580 3.45681
27 C 2.05493 1.42248 4.34094
28 C 1.97978 -0.08887 4.07552
29 C 2.69764 -0.53530 2.67350
30 N 1.80492 -0.06553 1.65997
31 H 2.97210 2.35751 2.02591
32 H 1.47936 3.24987 1.38567
33 H 1.36876 3.39757 3.84001
34 H 0.14389 2.13463 3.40802
35 H 3.12247 1.70174 4.20093
36 H 1.74892 1.54795 5.37727
37 H 2.39830 -0.69097 4.91001
38 H 0.88206 -0.40660 3.93231
39 H 3.70733 -0.09788 2.62472
40 H 2.67166 -1.63307 2.65572
41 H 1.27645 -0.80995 1.18506

Energy above the lowest of the compared OMol25 structures with the same formula, charge and spin: 6.481 eV
Gap between HOMO and LUMO (spin up / spin down): 6.535 / 4.931 eV
Molar mass: 495.71 g mol⁻¹
Spin multiplicity: 6
Highest occupied orbital energy (spin up / spin down): -15.2 / -15.2 eV
Charge: +2
LUMO level (spin up / spin down): -8.704 / -10.270 eV